Model A:
# H10O5

5 unconnected molecules or ions with the total composition H10O5 (wB97M-V/def2-TZVPD, the OMol25 dataset).

Multiplicity: 1
HOMO: -11.2 eV
Molar mass: 90.07 u
SMILES string: O.O.O.O.O
Orbital gap: 11.12 eV
LUMO energy: -0.001 hartree
Net charge: 0

XYZ file:
```
15
H10O5 wB97M-V/def2-TZVPD
O 1.00688 -2.77995 0.81249
H 0.52046 -3.30319 1.44955
H 1.91711 -3.05580 0.92033
O 3.88173 1.22364 -1.50926
H 3.56299 0.64972 -0.81266
H 3.74700 0.72248 -2.31357
O -0.85272 0.90503 1.66728
H -0.14201 1.37116 2.10756
H -0.42229 0.17276 1.22597
O -3.98469 3.27323 1.14385
H -3.35739 2.56459 1.00051
H -3.69064 3.69430 1.95160
O -1.11655 -1.76879 -2.56550
H -0.47896 -1.63170 -3.26616
H -0.59098 -2.03745 -1.81195
```

Atomic partial charges in e from the Mulliken method, atoms 1 to 6: -0.62, 0.32, 0.31, -0.63, 0.31, 0.32

Model B:
# H10O5

5 unconnected molecules or ions with the total composition H10O5 (wB97M-V/def2-TZVPD, the OMol25 dataset).

Multiplicity: 1
HOMO: -10.9 eV
Molar mass: 90.07 u
SMILES string: O.O.O.O.O
Orbital gap: 11.11 eV
LUMO energy: 0.009 hartree
Net charge: 0

XYZ file:
```
15
H10O5 wB97M-V/def2-TZVPD
O -1.65513 -0.54400 2.34747
H -1.93313 -1.25000 2.98647
H -1.09013 -0.90300 1.66147
O 2.19087 1.49200 0.24947
H 1.86587 2.13000 0.86947
H 1.82287 1.86900 -0.55853
O -0.54813 -2.27800 -1.92553
H -0.92613 -1.45700 -1.89553
H 0.07587 -2.21600 -2.65153
O -1.01913 1.76400 -0.97953
H -0.75713 2.18700 -0.19153
H -0.64913 0.89200 -0.71253
O 0.55887 -0.59200 0.46947
H 1.15987 0.13300 0.46847
H 0.90387 -1.22700 -0.13753
```

Atomic partial charges in e from the Mulliken method, atoms 1 to 6: -0.64, 0.32, 0.33, -0.71, 0.34, 0.36

Model C:
# H10O5

5 unconnected molecules or ions with the total composition H10O5 (wB97M-V/def2-TZVPD, the OMol25 dataset).

Multiplicity: 1
HOMO: -10.3 eV
Molar mass: 90.07 u
SMILES string: O.O.O.O.O
Orbital gap: 10.40 eV
LUMO energy: 0.003 hartree
Net charge: 0

XYZ file:
```
15
H10O5 wB97M-V/def2-TZVPD
O 2.58508 -1.65105 -0.98540
H 2.63494 -1.82453 0.00768
H 1.99667 -0.78100 -1.29767
O -1.05727 -2.18272 -1.00888
H -0.49766 -2.28217 -1.71497
H -0.82413 -1.21436 -0.78893
O -0.63795 -0.48251 2.18589
H -0.26122 -1.21603 2.54981
H -0.73137 0.31444 2.76621
O -1.25239 3.25713 -0.46017
H -1.24359 3.76219 0.34175
H -0.41328 3.29493 -1.00558
O 0.09052 0.18709 -0.53064
H -0.48415 0.88627 -0.48657
H 0.09579 -0.06769 0.42747
```

Atomic partial charges in e from the Mulliken method, atoms 1 to 6: -0.64, 0.30, 0.35, -0.68, 0.28, 0.43

What should be chosen as the most stable of them? Choose model B.